(1)
DFT (ωB97M-V/def2-TZVPD) results for a molecular structure, C19H46BBr3CsF6N4NaO3P at a distorted geometry.

Results
- frontier orbital gap (eV) = 2.442

ORCA input file:
```
! wB97M-V def2-TZVPD RIJCOSX def2/J DEFGRID3
* xyz -1 1
C -5.29865 6.96438 1.46319
C -3.96057 6.21441 1.29179
P -4.07635 4.48042 0.69263
C -3.02443 3.37962 1.70357
C -2.68658 3.82714 3.13552
C -5.79005 3.82409 1.04054
C -6.53651 4.01003 2.39975
C -6.53744 2.57516 2.97507
C -6.31649 1.70402 1.80357
N -5.88475 2.37021 0.80894
H -5.54502 7.07952 2.51774
H -6.14205 6.48745 0.96451
H -5.21648 7.97415 1.06544
H -3.40910 6.25160 2.23200
H -3.36130 6.73540 0.54838
H -3.61962 2.46314 1.76578
H -2.13281 3.11964 1.13625
H -2.35064 2.95963 3.70378
H -3.57795 4.23581 3.62274
H -1.86708 4.55225 3.11437
H -6.39180 4.25383 0.23736
H -7.50072 4.47182 2.20938
H -5.90684 4.64165 3.01683
H -7.32811 2.29351 3.66303
H -5.59500 2.47908 3.53748
H -6.47812 0.63312 1.78084
H -5.64668 1.91513 -0.06850
F -0.04227 4.75060 2.99998
C 0.12036 0.61261 1.74219
O 0.95784 -0.28577 1.69479
N -1.16252 0.51292 1.33052
N 0.48877 1.84769 2.28052
H -1.78234 1.29268 1.42900
H -1.60512 -0.45445 0.96348
H 1.42047 1.92381 2.64319
H -0.13138 2.62677 2.34485
Cs 1.42242 5.23645 1.64837
C 0.68084 -4.01871 -1.41172
C 1.08299 -2.80887 -0.57179
C 2.43813 -2.95415 0.13909
O 2.61729 -3.74182 1.24387
C 2.82817 -5.11642 0.94925
N 0.02072 -2.41259 0.29875
H 0.29102 -4.82466 -0.79003
H -0.10855 -3.73765 -2.10743
H 1.52380 -4.41470 -1.99574
H 1.23788 -1.94661 -1.25886
H 2.69929 -1.92871 0.45192
H 3.18149 -3.29208 -0.64231
H 3.42516 -5.17787 0.02645
H 1.90842 -5.69205 0.83357
H 3.39165 -5.54525 1.77514
H 0.25106 -1.53679 0.75562
H -0.09955 -3.07063 1.06348
Br 0.06820 -8.61168 -1.00728
C 1.76823 -8.40441 -1.96935
C 2.89989 -9.17612 -1.34541
Br 3.72209 -8.31309 0.20327
H 1.99695 -7.34469 -2.06834
H 1.55752 -8.82589 -2.95154
H 3.73273 -9.27764 -2.04051
H 2.57821 -10.16078 -1.01977
Br -2.72791 -9.72881 -0.77152
Na 4.07346 -2.22511 -1.85394
F -2.27600 -1.11194 0.62403
B 2.63111 -3.91699 4.77651
F 3.74402 -4.68284 4.32504
F 2.89338 -2.55154 4.53398
F 1.48137 -4.32353 4.08942
F 2.46939 -4.12067 6.16444
C 3.59910 3.05232 -6.36509
C 3.86984 2.88592 -4.88033
O 4.34145 1.59847 -4.51743
C 5.55913 1.19190 -5.11758
C 6.74026 2.09593 -4.81026
H 2.88069 2.30693 -6.70791
H 3.19149 4.04481 -6.55907
H 4.50478 2.94318 -6.96314
H 2.94206 3.01414 -4.32307
H 4.55987 3.65997 -4.52579
H 5.43453 1.07774 -6.19994
H 5.75462 0.19373 -4.72129
H 6.59615 3.10298 -5.20243
H 7.64686 1.69104 -5.26081
H 6.89163 2.17677 -3.73295
*
```

***

(2)
DFT (ωB97M-V/def2-TZVPD) results for 9 unconnected molecules or ions with the total composition C19H46BF19N5O7P2 at a distorted geometry.

Results
- frontier orbital gap (eV) = 2.347

ORCA input file:
```
! wB97M-V def2-TZVPD RIJCOSX def2/J DEFGRID3
* xyz 1 1
C 3.06861 -0.86264 4.30507
C 3.57349 -0.92125 2.90901
O 4.05122 -1.85905 2.36293
N 3.43249 0.38582 2.17775
H 2.78548 1.03400 2.62959
H 4.36123 0.82265 2.19915
C 2.99321 0.24534 0.76116
H 1.98473 -0.73021 4.22915
H 3.57755 -0.10916 4.90710
H 3.24069 -1.80434 4.82224
H 2.00261 -0.20725 0.85610
H 3.58444 -0.49644 0.23843
H 2.83161 1.17997 0.23879
C 6.09296 -6.30273 -1.07436
C 4.73368 -5.89065 -0.59690
O 3.99151 -6.52404 0.05343
N 4.20937 -4.53883 -1.10930
H 4.88283 -3.98291 -1.63878
H 3.47705 -4.79204 -1.78182
C 3.64059 -3.66960 -0.00618
H 6.29684 -5.83551 -2.03487
H 6.14911 -7.38782 -1.07941
H 6.81513 -6.01488 -0.30327
H 3.23185 -2.77160 -0.45416
H 4.45438 -3.46274 0.68121
H 2.90796 -4.26452 0.53113
C 0.19430 -4.11401 -2.45807
C -1.00764 -3.28994 -2.82598
O -1.09481 -2.78285 -3.89566
N -2.07365 -3.12913 -1.84111
H -2.41952 -3.92895 -1.27737
H -1.69361 -2.45546 -1.14343
C -3.37725 -2.65689 -2.45399
H 0.55864 -4.64638 -3.33412
H -0.02576 -4.94892 -1.78664
H 0.91219 -3.43627 -1.99429
H -4.07827 -2.58118 -1.63183
H -3.74338 -3.44033 -3.11392
H -3.16476 -1.75666 -3.01363
C -0.92811 -0.36374 2.87507
C -1.99592 0.71046 2.97796
O -2.78146 0.74308 3.84732
N -2.10879 1.51035 1.70096
H -1.71897 2.44132 1.88906
H -1.66357 1.05562 0.89706
C -3.56586 1.60294 1.30305
H -0.19590 -0.27011 3.67759
H -0.45515 -0.42888 1.90398
H -1.48925 -1.26484 3.13741
H -3.70687 2.07861 0.34157
H -4.00589 2.18801 2.10569
H -4.01592 0.61181 1.36063
C 0.33891 3.91440 -5.04873
C -0.19737 2.83666 -4.14741
O -1.26673 2.79911 -3.66391
N 0.84122 1.86343 -3.53281
H 1.76077 2.29099 -3.43117
H 0.53832 1.61219 -2.58099
C 0.84172 0.65096 -4.41819
H 0.13169 3.71181 -6.09756
H 1.40582 4.07130 -4.89529
H -0.19874 4.80567 -4.73128
H -0.05743 0.07824 -4.21007
H 1.71492 0.05167 -4.18232
H 0.83033 0.94731 -5.46393
C -4.28692 5.14426 0.82517
O -3.11187 4.38132 0.37760
O -5.29361 4.35993 0.81113
C -3.97507 5.77316 2.19504
F -3.03492 6.75129 2.16348
F -5.08251 6.33580 2.70088
F -3.56244 4.84988 3.09312
C -1.93958 5.07495 -0.04749
C -1.00577 4.01952 -0.58566
H -1.46704 3.25441 -1.20856
H -0.21576 4.51159 -1.16895
H -0.57116 3.45881 0.24243
H -1.58278 5.77322 0.71093
H -2.26391 5.73594 -0.87221
H -4.37235 5.97992 0.08486
P -3.47551 -3.44577 1.42282
F -3.68408 -2.12883 0.49445
F -3.43038 -4.36909 0.02344
F -1.85504 -3.14885 1.27117
F -3.06600 -4.78175 2.21352
F -3.50540 -2.51408 2.72854
F -5.01414 -3.76492 1.58469
P 1.09756 3.12650 3.12977
F 0.24675 4.15571 2.24277
F -0.06430 3.03592 4.20069
F 0.54703 1.84919 2.25706
F 2.01846 1.99982 3.93205
F 2.29302 3.23565 1.97693
F 1.78566 4.32192 3.92351
B -0.28475 -0.27590 -1.10633
F -1.08706 -0.16461 -2.24157
F 1.05701 -0.62605 -1.35612
F -0.32859 0.97660 -0.45311
F -0.89337 -1.20643 -0.23290
*
```

***

(3)
DFT (ωB97M-V/def2-TZVPD) results for 4 unconnected molecules or ions with the total composition C19H47BFNO4Si at a distorted geometry.

Results
- structure (SMILES) = C=C[Si@H](CCCF)B(O)N(C)C.CCOCC.CCOCC.CCOCC
- frontier orbital gap (eV) = 9.214

ORCA input file:
```
! wB97M-V def2-TZVPD RIJCOSX def2/J DEFGRID3
* xyz 0 1
C 0.90420 -1.64938 1.58326
C -0.33095 -0.97727 1.40450
Si -0.37150 0.40534 0.08585
C 1.15265 1.54701 0.28856
C 0.94002 2.78104 1.27059
C 2.39308 3.41123 1.57025
F 2.47204 4.78452 1.20473
B -2.08942 1.40313 0.03288
O -2.67605 1.56372 -1.26351
N -2.62714 1.94189 1.30255
C -3.63163 3.02067 1.10863
C -3.07478 0.88130 2.25216
H 1.26743 -1.97256 2.61181
H 1.55244 -1.91602 0.68741
H -1.24686 -1.28422 2.00389
H -0.21474 -0.26094 -1.23631
H 1.55002 1.90285 -0.72272
H 2.00449 0.92269 0.72809
H 0.30544 3.60948 0.81566
H 0.52093 2.45331 2.26636
H 3.13276 2.85647 0.90514
H 2.72265 3.22380 2.64541
H -2.39055 0.78695 -1.78265
H -3.11352 4.03686 1.14463
H -4.22546 2.95901 0.14972
H -4.39964 3.04868 1.95306
H -2.32041 0.79786 3.10715
H -4.07322 1.08038 2.73557
H -3.13835 -0.09262 1.67891
C -0.16869 -2.18181 7.61583
C -0.06381 -2.23676 6.10087
O 1.18001 -2.73929 5.63503
C 1.51549 -4.06085 6.03328
C 0.51482 -5.10651 5.57251
H 0.63500 -1.56814 8.03199
H -1.12862 -1.75438 7.91499
H -0.09039 -3.17246 8.06644
H -0.15503 -1.22300 5.70470
H -0.88985 -2.81189 5.67044
H 1.65813 -4.10338 7.11824
H 2.48808 -4.28053 5.58589
H -0.47696 -4.93910 5.99637
H 0.84354 -6.10399 5.87240
H 0.41356 -5.08424 4.48442
C -3.90250 2.26187 -4.46124
C -4.39935 0.83008 -4.35629
O -5.23870 0.43794 -5.43234
C -4.66353 0.48974 -6.72957
C -3.44177 -0.39866 -6.88857
H -4.74602 2.95550 -4.51698
H -3.29404 2.51719 -3.59085
H -3.29177 2.41772 -5.35227
H -4.99604 0.73057 -3.44706
H -3.56252 0.13024 -4.25470
H -4.43451 1.52604 -6.99975
H -5.43790 0.15438 -7.42403
H -2.63079 -0.10315 -6.22047
H -3.06706 -0.34834 -7.91335
H -3.69290 -1.43728 -6.65883
C 5.05026 1.32035 -1.63191
C 4.54944 -0.10973 -1.51963
O 3.71560 -0.50393 -2.60018
C 4.29850 -0.46288 -3.89461
C 5.51636 -1.35866 -4.04124
H 4.20817 2.01538 -1.69771
H 5.65481 1.58151 -0.75994
H 5.66607 1.46837 -2.52034
H 3.94721 -0.19929 -0.61247
H 5.38222 -0.81146 -1.40837
H 4.53449 0.57061 -4.16972
H 3.52646 -0.79854 -4.59145
H 6.32509 -1.06345 -3.37031
H 5.89712 -1.31651 -5.06410
H 5.25840 -2.39450 -3.80670
*
```

***

no.,LUMO energy (eV),HOMO energy (eV)
1,-0.671,-3.11
2,-4.636,-6.98
3,0.493,-8.72